(1)
Molecular formula: C4H2BrNOS
Method: DFT, wB97M-V/def2-TZVPD

Each line ends with the natural charge from an NBO analysis.
Cartesian coordinates (Å):
C (0.4628, -1.1816, -1.2733)  -0.11
C (0.4952, -0.3987, -0.3719)  -0.13
C (-2.3368, 1.6977, 0.5820)  0.56
C (0.7342, 0.5573, 0.6311)  -0.34
N (-3.1576, 0.9785, 0.9030)  -0.41
O (-1.3825, 2.4591, 0.2745)  -0.66
S (-0.7752, 3.1697, -1.1090)  0.29
Br (1.4502, 2.1696, 0.1800)  0.29
H (0.4771, -1.6725, -2.2562)  0.25
H (0.3347, 0.6770, 1.7475)  0.27

Atomic forces in eV per Å
C -0.007 -1.078 -2.658
C 0.524 1.595 2.383
C 0.663 0.368 -1.407
C -1.343 0.054 2.394
N -1.578 -1.244 0.721
O 0.772 1.149 1.170
S -0.526 -0.040 -0.549
Br 0.987 0.146 -0.476
H -0.177 0.199 1.295
H 0.684 -1.148 -2.872

## Properties
**HOMO level (alpha / beta)**: -8.839 / -9.520 eV
**LUMO level (alpha / beta)**: -2.3 / -1.5 eV

---

(2)
Molecular formula: C4H2BrP
Method: DFT, wB97M-V/def2-TZVPD

Each line ends with the natural charge from an NBO analysis.
Cartesian coordinates (Å):
C (0.0078, -2.2097, 0.4828)  -0.15
C (-1.2642, 2.0218, -0.7344)  -0.13
C (-0.0068, -1.0391, 0.8528)  -0.44
C (-0.8944, 1.2903, 0.2133)  -0.46
P (0.0040, 0.5719, 1.4919)  0.72
Br (3.3328, -0.1943, -0.6787)  -0.01
H (0.1750, -3.1004, -0.0547)  0.24
H (-1.3542, 2.6594, -1.5730)  0.24

Atomic forces in eV per Å
C 0.316 2.285 0.307
C 1.437 -2.359 3.126
C -0.093 -2.010 -0.328
C -1.073 2.705 -3.267
P -0.018 -0.162 0.392
Br -0.051 -0.001 0.024
H -0.129 -0.605 0.010
H -0.388 0.147 -0.263

## Properties
**HOMO level (alpha / beta)**: -10.164 / -8.150 eV
**LUMO level (alpha / beta)**: -1.8 / -3.6 eV

---

(3)
Molecular formula: C4H2CdO
Method: DFT, wB97M-V/def2-TZVPD

Each line ends with the Löwdin spin population.
Cartesian coordinates (Å):
C (1.1550, -1.6665, 1.3700)  0.48
C (-0.6385, -0.4303, -0.0873)  0.34
C (0.2245, -0.9996, 0.6149)  0.09
C (-0.7411, 3.6134, -2.1845)  0.00
O (-1.2277, 2.6286, -1.8974)  0.00
Cd (-1.8324, 0.7246, -1.1868)  0.05
H (0.9745, -2.6901, 1.7032)  0.02
H (2.0857, -1.1801, 1.6680)  0.02

Atomic forces in eV per Å
C -0.055 0.124 -0.008
C 1.204 -1.038 1.097
C -0.928 0.409 -0.702
C 0.214 0.409 -0.115
O -0.058 0.987 -0.533
Cd -0.035 -1.117 0.571
H 0.000 0.359 -0.166
H -0.342 -0.133 -0.145

## Properties
**Charge**: +1
**HOMO level (alpha / beta)**: -11.865 / -13.820 eV
**Multiplicity**: 2
**LUMO level (alpha / beta)**: -6.4 / -6.4 eV

---

(4)
Molecular formula: C4H2Cl2
Method: DFT, wB97M-V/def2-TZVPD

Each line ends with the natural charge from an NBO analysis.
Cartesian coordinates (Å):
C (-0.4058, -1.5533, -1.7875)  -0.12
C (-0.2974, -0.5888, -1.0769)  -0.16
C (0.0179, 0.5414, -0.4344)  -0.15
C (0.3146, 0.7807, 1.5464)  -0.22
Cl (0.5254, 2.3138, 1.9162)  0.14
Cl (0.9782, -0.4491, 2.4629)  0.09
H (-0.5884, -2.5093, -2.1248)  0.23
H (-0.5444, 1.4645, -0.5019)  0.20

Atomic forces in eV per Å
C -0.093 -0.315 0.302
C 0.486 0.136 0.163
C 0.106 2.380 5.607
C -1.185 -3.583 -5.637
Cl 0.462 3.024 0.851
Cl 0.274 -0.428 0.279
H -0.258 -1.249 -0.905
H 0.208 0.035 -0.660

## Properties
**HOMO level (alpha / beta)**: -8.736 / -8.027 eV
**LUMO level (alpha / beta)**: -0.3 / -1.0 eV

---

(5)
Molecular formula: C4H2Cl2N2O
Method: DFT, wB97M-V/def2-TZVPD

Each line ends with the natural charge from an NBO analysis.
Cartesian coordinates (Å):
C (-0.3222, 1.8487, 0.9906)  0.17
C (0.9886, -0.3009, -1.8675)  0.51
C (0.0874, 0.7480, 0.2104)  0.28
C (-0.6877, -0.7946, 1.0739)  -0.31
N (-0.5981, 2.5154, 1.8650)  -0.21
N (0.6859, 0.5552, -0.8498)  -0.39
O (2.1040, -0.6492, -2.1620)  -0.53
Cl (-2.1928, -1.0840, 0.2337)  0.04
Cl (0.5333, -2.0116, 0.8922)  0.05
H (0.1031, -0.5574, -2.4046)  0.14
H (-0.7013, -0.2694, 2.0182)  0.23

Atomic forces in eV per Å
C 1.068 -0.624 -1.399
C 1.352 -0.354 0.506
C -1.273 -4.590 -0.298
C 2.009 3.369 -1.878
N -0.735 1.453 1.524
N -0.243 2.128 0.843
O -0.446 0.068 0.125
Cl 0.315 -0.024 0.529
Cl -0.429 -0.116 0.218
H -0.893 -0.297 -0.776
H -0.724 -1.013 0.605

## Properties
**HOMO level**: -9.842 eV
**LUMO level**: -1.1 eV

---

(6)
Molecular formula: C4H2Cl4
Method: DFT, wB97M-V/def2-TZVPD

Each line ends with the natural charge from an NBO analysis.
Cartesian coordinates (Å):
C (2.4309, -0.6608, 0.1076)  -0.21
C (2.8675, 0.4664, 0.6419)  -0.02
C (1.3337, -0.2490, -0.7914)  -0.05
C (0.1885, 0.3774, -0.0674)  -0.44
Cl (3.0315, -2.2541, 0.3548)  0.04
Cl (3.0169, 2.0703, 0.7460)  0.20
Cl (1.7505, 0.1249, -2.4050)  0.07
Cl (-0.0115, 2.1931, -0.1476)  -0.10
H (0.3214, 0.1105, 1.0837)  0.25
H (-0.8861, 0.1705, -0.3875)  0.26

Atomic forces in eV per Å
C 0.174 1.944 0.224
C -0.155 -2.232 -1.165
C 0.629 0.458 1.520
C -2.002 -0.432 1.782
Cl -0.036 -0.177 0.002
Cl 0.247 0.384 0.264
Cl -0.371 0.002 -0.001
Cl 0.275 0.217 -0.171
H -0.502 0.554 -2.639
H 1.741 -0.718 0.184

## Properties
**HOMO level (alpha / beta)**: -8.632 / -8.653 eV
**LUMO level (alpha / beta)**: -1.1 / -0.7 eV